This record from OMol25 describes a cluster of 6 separate species, C36H70N2O20P4 in total. The level of theory is wB97M-V/def2-TZVPD.

Last columns: bonded neighbours and bond lengths (Å).
CARTESIAN COORDINATES (ANGSTROEM)
1 P -9.21974 -22.46330 9.27843  O5 1.480, O7 1.578, O8 1.655, O16 1.567
2 P -9.06967 -27.18414 -1.30235  O10 1.569, O11 1.459, O12 1.599, O24 1.558
3 P -8.70886 -31.79213 10.40873  O6 1.570, O18 1.590, O19 1.585, O21 1.455
4 P -4.75520 -22.98393 4.15936  O17 1.570, O20 1.603, O22 1.579, O23 1.443
5 O -10.66909 -22.69069 9.47326  P1 1.480
6 O -10.02370 -31.13731 9.85536  P3 1.570, C28 1.444
7 O -8.71368 -22.36116 7.78715  P1 1.578, C53 1.463
8 O -8.56642 -21.09916 9.94980  P1 1.655, C57 1.432
9 O -10.53670 -27.34392 11.41916  N26 1.237
10 O -9.05877 -28.34056 -2.36200  P2 1.569, C35 1.419
11 O -9.37877 -25.85578 -1.82194  P2 1.459
12 O -7.69306 -27.24709 -0.49156  P2 1.599, C36 1.466
13 O -11.75161 -29.04316 10.92755  N26 1.196
14 O -9.76381 -27.90438 8.01812  N25 1.196
15 O -7.72282 -27.30448 7.59376  N25 1.245
16 O -8.25955 -23.50708 9.94492  P1 1.567, C50 1.403
17 O -5.29927 -22.89906 2.68867  P4 1.570, C29 1.464
18 O -7.58491 -30.80761 9.86590  P3 1.590, C40 1.401
19 O -8.60607 -31.57048 11.97454  P3 1.585, C54 1.425
20 O -5.30458 -24.33163 4.83023  P4 1.603, C49 1.415
21 O -8.53361 -33.19306 10.05632  P3 1.455
22 O -3.28154 -23.38133 3.75505  P4 1.579, C61 1.427
23 O -4.94343 -21.80060 4.96285  P4 1.443
24 O -10.10252 -27.66694 -0.24085  P2 1.558, C47 1.441
25 N -8.95378 -27.26558 7.41214  O14 1.196, O15 1.245, C56 1.453
26 N -11.41642 -27.90794 10.75777  O9 1.237, O13 1.196, C43 1.453
27 C -5.98762 -25.85109 -1.64528  C36 1.468, H70 1.103, H88 1.113, H126 1.087
28 C -11.10419 -32.02263 9.49050  O6 1.444, C30 1.582, H86 1.092, H97 1.066
29 C -6.66012 -22.55169 2.27647  O17 1.464, C58 1.467, H76 1.069, H105 1.064
30 C -12.02842 -32.13369 10.76972  C28 1.582, H95 1.069, H100 1.080, H107 1.089
31 C -10.05447 -30.35587 13.36640  C54 1.492, H71 1.103, H98 1.127, H110 1.074
32 C -12.02566 -25.69406 9.98594  C37 1.424, C43 1.330, H120 1.184
33 C -11.33102 -25.19961 5.46665  C44 1.417, C48 1.380, H69 1.101
34 C -8.59088 -21.21759 5.64547  C53 1.535, H63 1.088, H90 1.097, H124 1.114
35 C -9.76709 -28.34539 -3.59148  O10 1.419, C38 1.513, H87 1.102, H106 1.119
36 C -6.37929 -27.17173 -1.13676  O12 1.466, C27 1.468, H84 1.074, H115 1.097
37 C -12.89609 -24.85460 9.23489  C32 1.424, C45 1.352, H132 1.077
38 C -8.79420 -28.02806 -4.70605  C35 1.513, H65 1.045, H82 1.056, H113 1.092
39 C -14.11287 -26.81291 8.51663  C45 1.389, C60 1.373, H104 1.126
40 C -6.21017 -31.07743 9.88604  O18 1.401, C42 1.520, H101 1.121, H108 1.108
41 C -10.54885 -27.82358 2.12581  C47 1.496, H75 1.085, H99 1.067, H121 1.071
42 C -5.51336 -30.26084 10.96272  C40 1.520, H119 1.114, H123 1.131, H125 1.096
43 C -12.23109 -27.00828 9.95887  N26 1.453, C32 1.330, C60 1.399
44 C -10.43052 -24.70451 4.49097  C33 1.417, C46 1.410, H109 1.089
45 C -13.94323 -25.43727 8.60868  C37 1.352, C39 1.389, H118 1.068
46 C -9.05923 -25.03299 4.48938  C44 1.410, C59 1.390, H80 1.069
47 C -10.43347 -26.91544 0.94280  O24 1.441, C41 1.496, H73 1.108, H102 1.078
48 C -10.84829 -26.03177 6.45656  C33 1.380, C56 1.401, H116 1.103
49 C -5.21745 -24.28921 6.24149  O20 1.415, C62 1.570, H114 1.063, H117 1.059
50 C -8.59147 -24.86624 10.05526  O16 1.403, C51 1.446, H77 1.111, H112 1.089
51 C -7.49281 -25.68886 10.50977  C50 1.446, H91 1.044, H122 1.092, H131 1.119
52 C -1.20799 -22.12645 3.87834  C61 1.530, H64 1.098, H78 1.053, H81 1.069
53 C -9.53009 -21.78727 6.71787  O7 1.463, C34 1.535, H74 1.078, H85 1.128
54 C -8.85629 -30.26276 12.48200  O19 1.425, C31 1.492, H89 1.082, H94 1.077
55 C -9.69333 -20.95306 12.15933  C57 1.498, H68 1.086, H79 1.069, H96 1.114
56 C -9.49191 -26.37727 6.39531  N25 1.453, C48 1.401, C59 1.347
57 C -8.42866 -21.12502 11.37539  O8 1.432, C55 1.498, H67 1.075, H128 1.095
58 C -7.20754 -23.55829 1.36051  C29 1.467, H83 1.087, H111 1.088, H127 1.052
59 C -8.61938 -25.88863 5.49243  C46 1.390, C56 1.347, H129 1.124
60 C -13.26026 -27.61745 9.23234  C39 1.373, C43 1.399, H93 1.098
61 C -2.42910 -22.49258 3.03317  O22 1.427, C52 1.530, H72 1.094, H103 1.073
62 C -4.66493 -25.66070 6.76802  C49 1.570, H66 1.079, H92 1.086, H130 1.095
63 H -7.76438 -21.90825 5.49006  C34 1.088
64 H -0.52742 -22.92640 4.19746  C52 1.098
65 H -9.35276 -28.13005 -5.58322  C38 1.045
66 H -4.39355 -25.50253 7.80027  C62 1.079
67 H -7.70329 -20.36278 11.59639  C57 1.075
68 H -10.48682 -21.55016 11.72081  C55 1.086
69 H -12.38440 -24.87911 5.45102  C33 1.101
70 H -6.21958 -25.13312 -0.84047  C27 1.103
71 H -10.39639 -29.37095 13.72727  C31 1.103
72 H -2.96624 -21.55257 2.87488  C61 1.094
73 H -11.39330 -26.40003 0.73952  C47 1.108
74 H -10.18390 -22.58088 6.39416  C53 1.078
75 H -9.56425 -28.16057 2.43277  C41 1.085
76 H -7.19422 -22.34881 3.18003  C29 1.069
77 H -9.46604 -24.99436 10.72858  C50 1.111
78 H -0.70656 -21.29353 3.47389  C52 1.053
79 H -9.92800 -19.91187 12.10548  C55 1.069
80 H -8.38209 -24.66158 3.74962  C46 1.069
81 H -1.59792 -21.75506 4.80167  C52 1.069
82 H -7.99181 -28.69413 -4.54288  C38 1.056
83 H -7.25079 -24.61522 1.60863  C58 1.087
84 H -5.68181 -27.58353 -0.43220  C36 1.074
85 H -10.09155 -20.92821 7.18621  C53 1.128
86 H -11.56020 -31.57443 8.60535  C28 1.092
87 H -10.57813 -27.61925 -3.42096  C35 1.102
88 H -4.88548 -25.88632 -1.79770  C27 1.113
89 H -8.82325 -29.59840 11.62840  C54 1.082
90 H -8.90855 -21.04973 4.60890  C34 1.097
91 H -6.64363 -25.58124 9.91132  C51 1.044
92 H -5.34494 -26.50349 6.68023  C62 1.086
93 H -13.49718 -28.68262 9.35648  C60 1.098
94 H -8.00557 -30.04549 13.10558  C54 1.077
95 H -12.02430 -31.14454 11.17604  C30 1.069
96 H -9.58854 -21.21222 13.23775  C55 1.114
97 H -10.65487 -32.94886 9.21438  C28 1.066
98 H -9.80785 -31.06017 14.21092  C31 1.127
99 H -11.13355 -28.67930 1.87272  C41 1.067
100 H -13.00810 -32.54979 10.58724  C30 1.080
101 H -6.07457 -32.18591 9.97951  C40 1.121
102 H -9.77451 -26.08616 1.14287  C47 1.078
103 H -2.24964 -22.83038 2.03013  C61 1.073
104 H -14.97629 -27.17398 7.89017  C39 1.126
105 H -6.50255 -21.61767 1.79282  C29 1.064
106 H -10.27673 -29.34065 -3.63509  C35 1.119
107 H -11.48711 -32.72986 11.50309  C30 1.089
108 H -5.92407 -30.79915 8.85292  C40 1.108
109 H -10.84444 -23.99727 3.77425  C44 1.089
110 H -10.87410 -30.83465 12.86458  C31 1.074
111 H -8.16076 -23.11682 1.07882  C58 1.088
112 H -8.86662 -25.16878 9.04644  C50 1.089
113 H -8.47545 -26.99169 -4.57703  C38 1.092
114 H -6.23760 -24.16394 6.51287  C49 1.063
115 H -6.52968 -27.85771 -1.97926  C36 1.097
116 H -11.54633 -26.39924 7.22718  C48 1.103
117 H -4.60222 -23.48349 6.54832  C49 1.059
118 H -14.70009 -24.85334 8.13201  C45 1.068
119 H -4.46542 -30.07690 10.63379  C42 1.114
120 H -11.22318 -25.14114 10.65871  C32 1.184
121 H -11.05876 -27.30558 2.91222  C41 1.071
122 H -7.26219 -25.62447 11.57527  C51 1.092
123 H -5.51082 -30.66624 12.01807  C42 1.131
124 H -8.17155 -20.29313 6.10403  C34 1.114
125 H -6.01444 -29.30604 11.15815  C42 1.096
126 H -6.47397 -25.56430 -2.57424  C27 1.087
127 H -6.76250 -23.47600 0.41063  C58 1.052
128 H -7.96885 -22.08543 11.63235  C57 1.095
129 H -7.52837 -26.11272 5.64017  C59 1.124
130 H -3.69930 -25.73985 6.25705  C62 1.095
131 H -7.89480 -26.72835 10.41244  C51 1.119
132 H -12.66918 -23.80254 9.25991  C37 1.077

Computed properties:
SMILES = O=[N+]([O-])c1ccccc1.O=[N+]([O-])c1ccccc1.CCOP(=O)(OCC)OCC.CCOP(=O)(OCC)OCC.CCOP(=O)(OCC)OCC.CCOP(=O)(OCC)OCC
electronic energy = -119556.4859 eV